Record 1
17
Properties=species:S:1:pos:R:3:mulliken_charge:R:1 method="wB97M-V/def2-TZVPD" lumo_energy_ev=3.4 total_charge=-1 relative_energy_kcal_mol=17.1 orbital_gap_ev=7.799
H 1.8331 0.2689 1.5377 0.33
N 1.2199 1.1495 -0.2621 -0.78
H -0.1887 -0.8123 1.9456 0.29
H -2.1168 2.8684 0.2849 0.33
C -0.0060 -0.7530 0.8656 -0.59
H 0.7175 -2.6992 0.6041 0.24
O -2.2456 3.7126 -0.1653 -0.67
C 1.3553 -0.0437 0.6122 -0.38
N -0.0987 -2.1313 0.3966 -0.46
H -2.1209 3.4840 -1.0951 0.33
H 0.6047 0.8770 -1.0075 0.34
C -0.2368 -2.2309 -1.0844 0.59
O -0.8435 -1.2738 -1.6075 -0.73
H -0.7424 -0.2559 0.2535 0.36
O 0.2349 -3.2683 -1.5487 -0.75
H 1.9699 -0.7322 0.0282 0.33
H 0.6639 1.8401 0.2421 0.22

---

Record 2
16
Properties=species:S:1:pos:R:3:lowdin_spin:R:1 method="wB97M-V/def2-TZVPD" lumo_energy_ev="-3.0 / -6.7" total_charge=+1 multiplicity=3 relative_energy_kcal_mol=52.0 orbital_gap_ev="6.096 / 6.527"
C -2.8500 -0.3831 -0.4677 0.16
N 2.1504 0.7830 -0.4193 0.00
H 2.1901 1.7609 -0.1025 0.00
H -3.1312 -0.0602 -1.5036 0.02
C 3.0212 -0.0438 0.5283 0.00
H -2.9215 -1.4158 1.2011 0.00
H 3.5879 -0.8704 0.0948 0.00
O -0.3079 -0.4514 -0.5173 0.38
N -3.4951 -1.1774 0.4107 0.15
H 3.7604 0.5042 0.9784 0.00
H 1.1117 0.4777 -0.5979 0.00
H -4.4634 -0.9778 0.5869 0.01
C -1.4176 -0.0236 -0.3108 0.46
H 2.5445 0.8093 -1.3462 0.00
S -2.1573 1.4248 0.2084 0.81
H 2.3781 -0.3563 1.2567 0.00

---

Record 3
15
Properties=species:S:1:pos:R:3:mulliken_charge:R:1 method="wB97M-V/def2-TZVPD" lumo_energy_ev=4.1 total_charge=-1 smiles=NC[C@H](N)C[S-] relative_energy_kcal_mol=55.8 orbital_gap_ev=6.387
N -0.0380 -0.8966 1.4141 -0.67
C 0.1039 1.7295 0.8800 -0.43
S 0.4566 -1.6706 -1.7017 -0.66
H 0.5395 0.8270 -1.5518 0.35
H 0.8943 -0.8581 1.6254 0.25
C 0.4760 -0.0064 -0.9311 -0.85
H -1.8967 2.7909 1.0506 0.21
C -0.2958 0.0971 0.3534 -0.02
H 0.8062 1.5219 1.6544 0.31
H 1.6132 0.0932 -0.5373 0.12
N -1.1180 2.2023 1.4990 -0.65
H -1.6173 1.4525 1.8933 0.26
H 0.3063 2.3423 -0.0708 0.30
H -0.2015 -1.7750 1.0663 0.30
H -1.3630 0.2733 -0.1078 0.18

---

Record 4
15
Properties=species:S:1:pos:R:3:mulliken_charge:R:1 method="wB97M-V/def2-TZVPD" lumo_energy_ev=3.7 total_charge=-1 smiles=NC[C@@H](N)C[S-] relative_energy_kcal_mol=24.5 orbital_gap_ev=6.037
H -0.7967 0.8200 0.8748 0.13
H -1.6412 -1.2364 0.0955 0.30
S -3.1000 0.5605 -0.5213 -0.60
N 1.8532 -0.0687 1.0993 -0.61
H -0.6105 1.6177 -1.5222 0.32
C 0.7014 -0.7230 0.4874 -0.55
H 0.5310 2.1744 -0.5230 0.23
N 0.2069 1.3230 -1.0597 -0.80
H 2.7704 -0.1058 0.5688 0.22
H 2.0804 -0.6196 1.9598 0.23
C -1.5701 -0.4250 -0.5304 -1.13
H 0.9805 -1.4011 -0.4412 0.19
C -0.3434 0.3093 -0.0508 0.27
H 0.2133 -1.4146 1.0993 0.46
H -1.2751 -0.8108 -1.5363 0.34

---

Record 5
15
Properties=species:S:1:pos:R:3:mulliken_charge:R:1 method="wB97M-V/def2-TZVPD" lumo_energy_ev=-3.5 total_charge=+1 smiles=N[C@@H]1[NH2+]CC[Se]1 relative_energy_kcal_mol=43.6 orbital_gap_ev=9.494
C -0.1666 0.8750 0.5981 -0.36
C -0.7592 -1.5424 -0.5432 -0.92
H -0.3972 3.0593 0.2670 0.24
C 0.5326 -1.4119 0.3375 -0.40
N -0.2199 2.2875 -0.3200 -0.56
H 1.2307 -2.0428 -0.0845 0.36
H 0.4078 -1.4226 1.4626 0.31
N 0.9284 0.0083 0.1176 -0.29
H -0.7834 2.2594 -1.1455 0.28
Se -1.9550 -0.0757 0.1865 0.10
H 0.0916 1.2584 1.5335 0.52
H 1.1716 0.2945 -0.8992 0.39
H -0.6725 -1.4719 -1.5728 0.44
H -1.1741 -2.4329 -0.4596 0.54
H 1.7651 0.3575 0.5219 0.36

---

Record 6
15
Properties=species:S:1:pos:R:3:mulliken_charge:R:1 method="wB97M-V/def2-TZVPD" lumo_energy_ev=1.0 relative_energy_kcal_mol=68.8 orbital_gap_ev=9.252
C -1.5469 -0.9013 0.1257 -0.90
N 0.1667 0.8652 0.4701 1.36
C 1.9027 -0.4089 -0.4319 -0.71
H -0.8191 -1.7013 0.2692 0.27
H -0.4178 0.1176 -1.4255 0.30
H -1.9966 -0.6564 1.0879 0.32
H 1.3830 -1.3671 -0.3321 0.21
C -0.9000 0.3362 -0.4760 -0.48
H 0.3477 2.1644 1.8189 0.26
H 2.9477 -0.5579 -0.1716 0.32
H 1.8526 -0.0935 -1.4816 0.30
N -0.3695 1.7315 1.2316 -0.97
H -1.6225 1.1346 -0.6005 0.34
H -2.3282 -1.2627 -0.5402 0.32
N 1.4002 0.5995 0.4560 -0.94

---

Record 7
15
Properties=species:S:1:pos:R:3:mulliken_charge:R:1 method="wB97M-V/def2-TZVPD" lumo_energy_ev=0.9 smiles="N=C(CN)CN" relative_energy_kcal_mol=45.9 orbital_gap_ev=9.565
H -0.8114 2.5144 0.4114 0.27
N -0.3578 2.4023 -0.5047 -0.70
N -1.3991 0.4510 1.3256 -0.71
H -0.2053 0.4870 -1.5714 0.28
H -1.6259 -0.2894 1.9963 0.24
H 1.2246 0.9081 -0.5101 0.21
H -1.1061 2.5627 -1.1790 0.23
H 2.0054 -1.3308 -0.6518 0.27
H 0.9398 -1.3336 1.4628 0.35
N 1.1602 -1.8834 -0.5376 -0.60
C 0.3447 -1.4069 0.5499 -0.70
C 0.1439 0.8297 -0.5985 -0.47
H 0.6546 -1.9063 -1.4184 0.24
C -0.5056 0.1173 0.4930 0.70
H -0.4619 -2.1220 0.7323 0.39

---

Record 8
15
Properties=species:S:1:pos:R:3:mulliken_charge:R:1 method="wB97M-V/def2-TZVPD" lumo_energy_ev=0.9 relative_energy_kcal_mol=101.1 orbital_gap_ev=9.574
H 1.3613 1.9455 0.2180 0.25
H -1.0087 1.1086 1.4197 0.27
H -0.3989 -0.4137 2.5760 0.27
H -1.2330 -1.7252 -2.5140 0.25
C 1.5362 0.9100 0.8887 -0.75
C -0.7299 -0.0338 1.5045 -0.87
H -1.7869 -0.2870 -2.8684 0.30
H 1.5392 1.1834 2.2403 0.25
H 2.4474 0.1918 0.4876 0.33
C 0.2098 -0.4340 -0.5918 -0.02
H -1.6236 -0.5873 0.9954 0.32
N -0.8860 -0.7540 -2.5849 -0.64
N 0.4961 -0.1946 0.7207 -0.01
N -0.9730 -0.4235 -1.1451 -0.33
H 1.0497 -0.4862 -1.3469 0.39

---

Record 9
15
Properties=species:S:1:pos:R:3:mulliken_charge:R:1 method="wB97M-V/def2-TZVPD" lumo_energy_ev=0.6 smiles="[H]/N=C/N.C=NC" relative_energy_kcal_mol=52.0 orbital_gap_ev=9.884
C 1.2806 -0.2586 2.4201 -0.64
N -2.8593 0.1189 -3.0823 -0.69
C 3.3054 -0.5918 1.3515 -0.18
H -0.9231 0.7310 -2.3502 0.28
H -2.5311 0.3692 -4.0150 0.23
H -3.3520 0.6557 -0.9194 0.25
N 2.7369 -0.4115 2.4627 -0.36
H 0.8468 -0.8453 3.2607 0.26
N -2.3388 0.5998 -0.9090 -0.45
C -1.9646 0.4449 -2.2398 0.16
H 2.7624 -0.7782 0.4091 0.21
H 0.8299 0.7129 2.5494 0.24
H 0.8890 -0.7406 1.5051 0.24
H 4.3704 -0.3256 1.2137 0.24
H -1.5877 0.6345 -0.2473 0.23

---

Record 10
16
Properties=species:S:1:pos:R:3:mulliken_charge:R:1 method="wB97M-V/def2-TZVPD" lumo_energy_ev=0.9 smiles="NCNCC(N)=O" relative_energy_kcal_mol=22.5 orbital_gap_ev=10.395
N -0.8667 1.2515 1.8895 -0.63
H -1.2983 -0.5370 0.1881 0.26
N 0.8287 -1.3936 -2.0206 -0.33
H -0.2677 1.9661 1.4966 0.22
C 0.2381 -0.1671 -2.0483 0.34
O -0.0817 0.3732 -3.0795 -0.60
H -0.5083 1.2548 -0.6677 0.38
C -0.2723 -0.0882 1.7105 -0.55
H -0.9291 1.4415 2.8825 0.23
H 1.1600 -1.8110 -1.1700 0.22
H 0.7695 -0.0608 2.0499 0.35
H -0.7507 -0.9505 2.1645 0.42
N -0.2801 -0.5505 0.2975 -0.43
H 0.8050 -2.0533 -2.7771 0.22
H 1.2122 0.8627 -0.2830 0.32
C 0.2415 0.4622 -0.6330 -0.43

---

Record 11
16
Properties=species:S:1:pos:R:3:mulliken_charge:R:1 method="wB97M-V/def2-TZVPD" lumo_energy_ev=1.1 smiles=C[C@H]1ON(N)[C@@H]1N relative_energy_kcal_mol=93.5 orbital_gap_ev=10.109
H 0.9180 -0.1695 -1.4527 0.40
H 2.0096 -1.1274 2.1759 0.27
H -1.1628 -1.8826 -1.0923 0.35
N 0.8574 -0.8108 0.5932 -0.09
H -2.6790 -1.0873 -0.6532 0.34
H -1.7686 -0.5298 -2.0719 0.34
C -0.9300 0.0685 -0.1568 0.53
N 1.7920 -0.4005 1.4967 -0.44
N 1.0747 1.5330 -0.1528 -0.68
C -1.6751 -0.9170 -1.0520 -1.41
O -0.6953 -0.4712 1.1386 -0.45
H -1.4583 1.0371 -0.1309 0.31
H 1.5292 0.4789 1.9519 0.20
H 0.7218 1.8631 0.7389 0.23
C 0.6009 0.1903 -0.4700 -0.15
H 0.8655 2.2252 -0.8628 0.25

---

Record 12
16
Properties=species:S:1:pos:R:3:mulliken_charge:R:1 method="wB97M-V/def2-TZVPD" lumo_energy_ev="-0.4 / -0.7" relative_energy_kcal_mol=188.0 orbital_gap_ev="7.580 / 6.551"
H -1.2904 -1.8642 0.6723 0.26
H 1.4909 -0.7308 -1.9263 0.42
H 1.8149 0.7030 1.6129 0.33
H 0.1576 1.4687 1.7024 0.38
H -0.6933 2.3612 -0.2886 0.22
N -1.4581 2.1072 -0.9463 -0.61
H -0.1674 -1.5335 -0.6610 0.13
N -1.7128 0.8903 -0.8461 -0.11
O 1.1641 0.5748 -0.4278 -0.34
H 0.3252 -0.3373 1.8188 0.31
H -1.9083 -1.5072 -0.9691 0.39
C 1.6419 -0.4777 -0.8745 -0.38
C -1.1613 -1.2443 -0.2170 -0.64
H 2.2465 -1.1458 -0.2512 0.32
N -1.1952 0.1400 0.1187 0.03
C 0.7458 0.5955 1.4828 -0.71

---

Record 13
16
Properties=species:S:1:pos:R:3:mulliken_charge:R:1 method="wB97M-V/def2-TZVPD" lumo_energy_ev=0.8 relative_energy_kcal_mol=142.1 orbital_gap_ev=8.138
N -0.2071 1.8653 0.1663 -0.42
H -2.2925 -1.6347 -0.3695 0.30
N 2.1682 -0.6682 0.1140 -0.45
H 1.2694 0.1582 -1.5142 0.23
C -1.2856 -1.4625 -0.7266 -0.61
N 1.1046 -0.5332 -0.7832 -0.41
C -0.2899 0.5792 0.6747 -0.05
H 2.4089 -1.6466 0.2533 0.20
H -2.4539 1.0864 1.0921 0.24
H 3.0282 -0.1825 -0.1272 0.19
O -1.9980 0.2512 1.2749 -0.70
H -0.8494 -2.1170 -1.4704 0.32
H -0.8697 2.0632 -0.5712 0.24
C -0.5565 -0.5213 -0.1722 0.29
H 0.5600 2.3876 0.5736 0.25
H 0.2634 0.3751 1.5855 0.38

---

Record 14
16
Properties=species:S:1:pos:R:3:mulliken_charge:R:1 method="wB97M-V/def2-TZVPD" lumo_energy_ev=0.8 smiles="[H]/N=C(/N)CONC" relative_energy_kcal_mol=103.7 orbital_gap_ev=9.998
C 0.6673 1.0104 -1.2855 0.78
N 1.5215 0.2050 -1.9943 -0.47
N 0.5979 2.2503 -1.4974 -0.81
H 0.5825 -1.7818 1.3018 0.26
C -1.1262 -0.9812 1.9829 -0.61
H -1.4122 -1.9487 2.3962 0.33
N 0.2688 -0.9081 1.7343 -0.31
H -1.6839 -0.8141 1.0051 0.24
H -1.3439 0.7851 -0.2833 0.37
H -1.4392 -0.1523 2.6184 0.23
H -0.6320 -0.8116 -1.0047 0.33
H 2.1998 0.7187 -2.5366 0.28
O 0.5096 0.1403 0.4982 -0.36
H 1.8918 -0.5867 -1.4883 0.22
H -0.1161 2.7354 -0.9634 0.22
C -0.4857 0.1392 -0.4833 -0.71

---

Record 15
16
Properties=species:S:1:pos:R:3:mulliken_charge:R:1 method="wB97M-V/def2-TZVPD" lumo_energy_ev=0.8 relative_energy_kcal_mol=135.7 orbital_gap_ev=9.152
H 0.5719 -0.2854 -1.6771 0.32
H 1.8071 0.4231 -0.5572 0.23
H 2.1149 -1.0102 -1.8153 0.37
C -1.9367 1.8814 0.0583 -0.85
C 1.4065 -0.5868 -1.1321 -1.03
O 0.8646 -0.2286 1.6442 -0.45
H -1.8597 2.5703 0.9138 0.28
H -1.3827 2.5639 -0.6433 0.26
H -2.7920 1.3330 -0.3440 0.42
N -1.0828 0.8206 0.4745 0.29
N -1.1996 -0.2908 0.0673 -0.44
H 1.7494 -2.0849 0.4295 0.35
H 0.2804 -2.4003 -0.6896 0.24
C 0.9447 -1.6405 -0.1363 -0.20
N 0.0583 -1.1717 0.9583 -0.13
H 0.4559 0.1069 2.4490 0.34